{
  "formula": "C3H5N3S",
  "method": "ωB97M-V/def2-TZVPD",
  "species": ["N", "C", "N", "C", "C", "H", "H", "S", "H", "H", "H", "N"],
  "positions_angstrom": [[0.87550, 0.68080, 1.32557], [-0.22333, 1.51111, 1.61419], [0.08269, -0.82859, -3.49200], [-0.14043, 0.00218, -0.84498], [-0.12023, -0.64013, -2.21029], [1.74501, 1.41902, 0.96293], [0.25410, 2.43005, 2.13618], [0.46762, -1.01905, 0.55577], [-1.25603, 0.16165, -0.42967], [0.57411, 0.83707, -0.76628], [-2.13476, 1.54917, 1.99446], [-1.49539, 0.81476, 1.57450]],
  "forces_ev_per_angstrom": [[1.427, 1.824, -0.819], [-2.751, -5.060, 1.097], [-2.070, 1.432, 12.008], [-2.470, -1.532, -0.349], [2.252, -0.504, -10.567], [-2.737, -3.594, 0.979], [-1.868, -0.886, -1.049], [1.661, 3.264, 0.602], [2.513, 0.460, -1.551], [-1.011, -0.224, -0.947], [0.461, -1.165, -0.538], [4.592, 5.984, 1.133]],
  "energy_ha": -679.569571,
  "smiles": "[H]/N=C/NSCC#N",
  "multiplicity": 1,
  "orbital_gap_ev": 9.0,
  "total_charge": 0,
  "de_lowest_kcal_mol": 135.3,
  "homo_energy_ha": -0.3449,
  "mol_weight_da": 115.2
}

{
  "formula": "C3H5N3S",
  "method": "ωB97M-V/def2-TZVPD",
  "species": ["H", "C", "H", "N", "H", "S", "H", "C", "C", "N", "H", "N"],
  "positions_angstrom": [[-0.14619, 0.88589, -1.70702], [0.64119, 2.05028, 0.82358], [-1.92227, -0.41004, 0.00143], [0.28350, -0.96117, -1.15449], [0.54762, -1.87326, 0.66469], [1.31055, 3.39667, 1.29242], [-1.23716, -0.82137, 1.65769], [-1.08549, -0.73578, 0.59160], [0.16387, 0.95774, 0.28193], [-0.17477, -1.56187, 0.00925], [1.14612, -1.40248, -1.45869], [0.47304, 0.47538, -1.00241]],
  "forces_ev_per_angstrom": [[0.248, -0.084, 0.455], [-0.351, -1.241, -0.999], [-0.085, 0.040, -0.243], [0.052, -0.098, -0.709], [-0.135, 0.295, -0.291], [-0.315, -0.278, 0.214], [-0.068, -0.291, -0.070], [1.280, 1.958, 1.046], [-0.937, -0.961, 0.390], [-0.172, -0.177, 0.515], [-0.087, 0.200, 0.305], [0.570, 0.636, -0.613]],
  "energy_ha": -679.576381,
  "multiplicity": 1,
  "orbital_gap_ev": 7.2,
  "total_charge": 0,
  "de_lowest_kcal_mol": 131.0,
  "homo_energy_ha": -0.2763,
  "mol_weight_da": 115.2
}

{
  "formula": "C3H5N3S",
  "method": "ωB97M-V/def2-TZVPD",
  "species": ["H", "N", "C", "C", "C", "H", "N", "H", "S", "H", "N", "H"],
  "positions_angstrom": [[2.49523, -1.96479, -1.30405], [-0.67833, 0.72831, 1.29808], [1.35285, -1.51219, -1.16399], [-1.42669, 1.46542, 0.65123], [-0.20614, -0.04568, 0.27720], [0.91373, -0.49151, -1.73779], [-0.61833, 0.25386, -0.99606], [-2.01792, 1.66316, -1.34705], [1.35146, -0.82103, 0.55728], [0.59842, -2.33782, -1.42590], [-1.52605, 1.10651, -0.66545], [-2.17401, 2.20136, 0.85567]],
  "forces_ev_per_angstrom": [[-3.114, 1.603, -0.152], [2.385, -2.587, 1.115], [1.186, 0.627, -1.159], [-5.242, 2.859, -3.620], [3.345, -0.469, -1.010], [2.256, -3.207, 0.660], [0.806, -2.471, 2.947], [0.004, -0.227, -0.155], [-1.073, -1.363, -1.156], [1.074, 1.144, 0.962], [-1.650, 3.535, 0.269], [0.021, 0.555, 1.298]],
  "energy_ha": -679.683937,
  "multiplicity": 1,
  "orbital_gap_ev": 9.1,
  "total_charge": 0,
  "de_lowest_kcal_mol": 63.6,
  "homo_energy_ha": -0.3044,
  "mol_weight_da": 115.2
}

Please write out number 3 again, unchanged.
{
  "formula": "C3H5N3S",
  "method": "ωB97M-V/def2-TZVPD",
  "species": ["H", "N", "C", "C", "C", "H", "N", "H", "S", "H", "N", "H"],
  "positions_angstrom": [[2.49523, -1.96479, -1.30405], [-0.67833, 0.72831, 1.29808], [1.35285, -1.51219, -1.16399], [-1.42669, 1.46542, 0.65123], [-0.20614, -0.04568, 0.27720], [0.91373, -0.49151, -1.73779], [-0.61833, 0.25386, -0.99606], [-2.01792, 1.66316, -1.34705], [1.35146, -0.82103, 0.55728], [0.59842, -2.33782, -1.42590], [-1.52605, 1.10651, -0.66545], [-2.17401, 2.20136, 0.85567]],
  "forces_ev_per_angstrom": [[-3.114, 1.603, -0.152], [2.385, -2.587, 1.115], [1.186, 0.627, -1.159], [-5.242, 2.859, -3.620], [3.345, -0.469, -1.010], [2.256, -3.207, 0.660], [0.806, -2.471, 2.947], [0.004, -0.227, -0.155], [-1.073, -1.363, -1.156], [1.074, 1.144, 0.962], [-1.650, 3.535, 0.269], [0.021, 0.555, 1.298]],
  "energy_ha": -679.683937,
  "multiplicity": 1,
  "orbital_gap_ev": 9.1,
  "total_charge": 0,
  "de_lowest_kcal_mol": 63.6,
  "homo_energy_ha": -0.3044,
  "mol_weight_da": 115.2
}